1.
The following is a DFT calculation (wB97M-V/def2-TZVPD) of the molecule C4H8O2.

Output
Highest occupied orbital energy (eV): -10.424
Kohn-Sham gap (eV): 11.31
SMILES string: CC[C@@H](O)C=O
Charge: 0

Last columns: bonded neighbours and bond lengths (Å).
CARTESIAN COORDINATES (ANGSTROEM)
1 O 0.1435 1.2284 1.4073  C4 1.399, H13 0.972
2 O 1.9618 -0.6448 0.9742  C5 1.210
3 C -0.7756 0.3685 -0.6555  C4 1.539, C6 1.533, H8 1.094, H14 1.097
4 C 0.4463 0.9620 0.0681  O1 1.399, C3 1.539, C5 1.514, H7 1.104
5 C 1.5114 -0.1110 -0.0140  O2 1.210, C4 1.514, H11 1.108
6 C -1.0583 -1.0361 -0.1103  C3 1.533, H9 1.096, H10 1.091, H12 1.093
7 H 0.8244 1.8658 -0.4407  C4 1.104
8 H -1.6410 1.0185 -0.4947  C3 1.094
9 H -1.5648 -0.9739 0.8597  C6 1.096
10 H -1.6267 -1.6571 -0.8045  C6 1.091
11 H 1.7451 -0.4820 -1.0318  C5 1.108
12 H -0.1203 -1.5722 0.0555  C6 1.093
13 H 0.7454 0.6658 1.9238  O1 0.972
14 H -0.5913 0.3681 -1.7372  C3 1.097

Atom charges from the Mulliken analysis, given in e for atoms 1 to 6: O -0.561; O -0.515; C -0.596; C 0.103; C -0.086; C -1.055

***

2.
The following is a DFT calculation (wB97M-V/def2-TZVPD) of a cluster of 2 separate species, C4H8O2 in total.

Output
Highest occupied orbital energy (eV): -8.346
Kohn-Sham gap (eV): 9.28
Charge: 0

Last columns: bonded neighbours and bond lengths (Å).
CARTESIAN COORDINATES (ANGSTROEM)
1 O 0.2741 -1.3325 0.2372  C5 1.413, C6 1.407
2 O -0.1656 1.4001 0.0109  C3 1.303, C4 1.460
3 C 0.8989 0.9707 -0.6054  O2 1.303, C5 1.505
4 C -0.9935 0.5586 0.8694  O2 1.460, C6 1.510, H8 1.089, H9 1.096
5 C 1.1637 -0.5063 -0.4856  O1 1.413, C3 1.505, H13 1.095, H14 1.095
6 C -0.1827 -0.6170 1.3591  O1 1.407, C4 1.510, H10 1.093, H12 1.105
7 H -0.8059 0.3003 -2.9098  H11 0.744
8 H -1.8291 0.2390 0.2480  C4 1.089
9 H -1.3576 1.2033 1.6770  C4 1.096
10 H -0.7789 -1.3024 1.9660  C6 1.093
11 H -0.2966 0.8122 -2.7315  H7 0.744
12 H 0.6654 -0.2492 1.9649  C6 1.105
13 H 1.2321 -0.8597 -1.5192  C5 1.095
14 H 2.1757 -0.6173 -0.0810  C5 1.095

Atom charges from the Mulliken analysis, given in e for atoms 1 to 6: O -0.391; O -0.085; C -0.531; C -0.321; C -0.112; C -0.438